# 1
ORCA calculation (wB97M-V/def2-TZVPD) on a structure of composition C2H2FI3O at a distorted geometry.

```
9
C2H2FI3O (wB97M-V/def2-TZVPD)
C -2.383 0.435 -0.634
C -1.291 0.774 0.331
O -1.366 0.845 1.505
F 1.277 -1.911 -0.511
I -2.329 -1.809 -0.321
I -4.093 1.282 0.199
I 0.536 1.446 -0.670
H -2.214 0.478 -1.729
H 1.056 -2.763 -0.274
```

Results
HOMO-LUMO gap in Eh: 0.3178
LUMO energy in eV: -1.065
E_HOMO in eV: -9.71
Energy relative to the best compared isomer or geometry (same formula, charge and spin) in kcal/mol: 12.0
Calculated total energy in eV: -31172.4448
Charge: 0

Here are the natural (NBO) charges for atoms 1 to 4, given in e: -0.61 0.42 -0.50 -0.56


# 2
ORCA calculation (wB97M-V/def2-TZVPD) on a cluster of 10 separate species, C20H60O14 in total at a distorted geometry.

```
94
C20H60O14 (wB97M-V/def2-TZVPD)
O -5.100 0.280 -1.650
C -4.889 -0.534 -2.793
C -3.859 0.114 -3.806
O -2.561 -0.213 -3.437
H -4.389 0.899 -1.467
H -4.489 -1.468 -2.398
H -5.895 -0.709 -3.175
H -4.000 1.173 -4.023
H -4.051 -0.271 -4.808
H -2.076 -0.097 -4.257
O 2.157 6.421 0.304
C 1.733 5.621 1.400
C 0.925 4.381 1.049
O 1.747 3.448 0.256
H 2.806 5.968 -0.240
H 2.619 5.261 1.924
H 1.211 6.243 2.128
H 0.209 4.624 0.264
H 0.513 3.802 1.875
H 1.210 2.655 0.311
O 1.920 -5.838 1.102
C 0.816 -6.672 0.676
C 0.594 -7.861 1.620
O 1.647 -8.806 1.655
H 1.545 -5.002 1.387
H -0.137 -6.180 0.874
H 0.972 -6.863 -0.385
H -0.345 -8.259 1.236
H 0.386 -7.499 2.627
H 2.364 -8.213 1.892
O 0.956 -1.322 0.536
C -0.446 -0.972 0.395
C -0.742 0.370 -0.301
O -0.469 1.343 0.640
H 0.943 -2.172 0.981
H -0.922 -1.676 -0.287
H -1.109 -1.114 1.248
H -1.727 0.526 -0.742
H -0.084 0.457 -1.166
H -1.045 2.098 0.498
C 3.516 -0.113 2.575
C 4.708 -0.761 1.752
O 4.636 -2.157 1.997
H 2.617 -0.730 2.553
H 3.161 0.855 2.221
H 3.900 0.199 3.546
H 5.749 -0.502 1.947
H 4.639 -0.558 0.683
H 4.442 -2.302 2.926
C 1.624 -4.453 4.155
C 1.662 -3.652 2.852
O 0.453 -3.839 2.113
H 2.302 -3.852 4.761
H 2.087 -5.407 3.904
H 0.674 -4.555 4.679
H 2.510 -3.892 2.211
H 1.656 -2.593 3.108
H -0.232 -3.961 2.774
C -3.037 0.600 3.135
C -4.035 1.836 3.335
O -3.316 3.007 3.108
H -2.462 0.785 2.227
H -3.355 -0.436 3.016
H -2.260 0.338 3.853
H -4.702 1.820 4.198
H -4.791 1.866 2.550
H -2.723 3.179 3.843
C 4.116 0.359 -3.389
C 3.847 -0.016 -1.964
O 2.575 0.265 -1.614
H 5.195 0.264 -3.508
H 3.994 1.429 -3.560
H 3.564 -0.270 -4.088
H 4.460 0.689 -1.401
H 4.261 -0.959 -1.606
H 2.377 -0.149 -0.771
C -1.206 3.018 -4.965
C -0.513 1.651 -4.588
O -0.836 0.681 -5.584
H -0.959 3.940 -4.440
H -2.285 2.923 -4.841
H -0.977 3.283 -5.996
H -0.755 1.483 -3.538
H 0.573 1.744 -4.557
H -0.017 0.217 -5.772
C -2.576 4.126 -1.495
C -3.270 3.776 -0.226
O -2.351 3.148 0.588
H -2.029 3.325 -1.992
H -1.894 4.974 -1.429
H -3.193 4.508 -2.308
H -4.138 3.138 -0.398
H -3.513 4.799 0.059
H -2.813 2.990 1.414
```

Results
HOMO-LUMO gap in Eh: 0.3518
LUMO energy in eV: 0.185
E_HOMO in eV: -9.39
Energy relative to the best compared isomer or geometry (same formula, charge and spin) in kcal/mol: 42.0
Calculated total energy in eV: -50371.3191
Charge: 0
Structure (SMILES): OCCO.OCCO.OCCO.OCCO.CCO.CCO.CCO.CCO.CCO.CCO

Here are the Mulliken charges for atoms 1 to 4, given in e: -0.53 -0.44 -0.48 -0.47


# 3
ORCA calculation (wB97M-V/def2-TZVPD) on an isolated molecule of CClF3O2 at a distorted geometry.

```
7
CClF3O2 (wB97M-V/def2-TZVPD)
F 1.069 -0.204 0.517
C 0.172 0.646 0.294
F -0.576 0.953 1.319
F 0.478 1.753 -0.357
O -0.933 -0.172 -0.766
O -0.446 -1.396 -0.968
Cl -0.809 -2.625 0.306
```

Results
HOMO-LUMO gap in Eh: 0.3597
LUMO energy in eV: -0.850
E_HOMO in eV: -10.64
Energy relative to the best compared isomer or geometry (same formula, charge and spin) in kcal/mol: 15.0
Calculated total energy in eV: -25801.6248
Charge: 0
Structure (SMILES): FC(F)(F)OOCl

Here are the natural (NBO) charges for atoms 1 to 4, given in e: -0.25 1.16 -0.28 -0.28


# 4
ORCA calculation (wB97M-V/def2-TZVPD) on a structure of composition C10H36Be2O12 at a distorted geometry.

```
60
C10H36Be2O12 (wB97M-V/def2-TZVPD)
Be 3.366 0.177 0.874
Be -0.866 3.058 1.236
C 0.339 0.426 0.626
O 0.975 -0.547 0.271
O -0.893 0.538 0.728
O 1.021 1.389 0.865
C 3.130 1.786 -2.148
O 3.999 0.790 -1.576
H 2.579 2.425 -1.457
H 3.723 2.402 -2.825
H 2.447 1.254 -2.809
H 4.674 0.520 -2.202
C 4.800 -2.731 -1.018
O 3.771 -1.954 -0.442
H 4.835 -2.497 -2.082
H 5.694 -2.391 -0.496
H 4.695 -3.774 -0.719
H 2.960 -2.466 -0.429
C 1.104 -4.135 1.532
O 1.422 -3.193 0.508
H 1.924 -4.721 1.947
H 0.738 -3.594 2.405
H 0.465 -4.923 1.134
H 0.954 -2.361 0.611
C -2.284 -2.653 1.674
O -2.211 -1.418 2.338
H -2.309 -3.458 2.408
H -3.180 -2.808 1.073
H -1.421 -2.910 1.059
H -1.578 -0.906 1.829
C -0.556 -2.319 -2.426
O 0.046 -1.032 -2.442
H -0.407 -2.739 -1.432
H -1.618 -2.291 -2.669
H -0.129 -3.002 -3.161
H 0.298 -0.783 -1.550
C 1.868 3.943 3.168
O 0.519 4.308 2.954
H 2.353 3.362 2.384
H 2.442 4.825 3.453
H 1.974 3.320 4.056
H 0.301 4.913 3.667
C -4.470 1.988 1.915
O -3.509 2.504 0.994
H -5.131 1.252 1.458
H -4.102 1.464 2.797
H -5.047 2.862 2.218
H -3.482 1.883 0.263
C -0.554 2.724 -2.296
O -1.520 3.080 -1.295
H -1.055 2.531 -3.244
H 0.102 3.560 -2.536
H -0.057 1.810 -1.971
H -2.372 3.169 -1.728
C -3.741 -0.656 -1.448
O -3.235 0.400 -0.667
H -4.827 -0.683 -1.531
H -3.224 -0.437 -2.383
H -3.432 -1.618 -1.038
H -2.308 0.337 -0.425
```

Results
HOMO-LUMO gap (alpha / beta) in Eh: 0.1591 / 0.1209
Expectation value of S²: 0.756
Multiplicity: 2
LUMO energy (alpha / beta) in eV: -13.110 / -14.137
E_HOMO (alpha / beta) in eV: -17.44 / -17.43
Calculated total energy in eV: -36286.5534
Charge: +3

Here are the natural (NBO) charges for atoms 1 to 4, given in e: 1.63 1.63 0.93 -0.83


# 5
ORCA calculation (wB97M-V/def2-TZVPD) on a cluster of 6 separate species, C16H36O10S4 in total at a distorted geometry.

```
66
C16H36O10S4 (wB97M-V/def2-TZVPD)
C 13.425 -13.278 16.053
C 14.777 -13.688 16.620
C 14.898 -15.111 17.117
O 15.988 -15.644 16.414
C 16.507 -14.692 15.568
O 17.483 -14.850 14.937
O 15.687 -13.602 15.519
H 12.730 -13.378 16.894
H 13.148 -13.797 15.139
H 13.397 -12.218 15.784
H 15.065 -13.010 17.430
H 13.924 -15.588 16.996
H 15.089 -15.035 18.186
C 9.730 -10.413 14.109
C 10.334 -10.549 15.523
C 10.183 -9.364 16.470
O 8.947 -9.678 17.108
C 8.649 -11.002 16.952
O 7.696 -11.496 17.457
O 9.590 -11.580 16.177
H 9.933 -11.328 13.556
H 10.283 -9.638 13.569
H 8.664 -10.194 14.113
H 11.344 -10.949 15.422
H 10.111 -8.558 15.737
H 10.986 -9.273 17.191
C 11.654 -13.162 21.987
S 12.533 -12.782 20.461
O 11.764 -13.287 19.264
C 13.889 -13.974 20.697
H 11.242 -14.175 21.956
H 10.783 -12.537 22.165
H 12.416 -13.080 22.762
H 14.709 -13.986 19.984
H 13.416 -14.954 20.761
H 14.412 -13.730 21.627
C 22.314 -18.787 15.007
S 20.982 -17.856 15.793
O 21.686 -16.876 16.681
C 20.493 -16.979 14.251
H 22.036 -19.487 14.221
H 22.990 -19.356 15.656
H 23.020 -18.025 14.654
H 21.226 -16.188 14.130
H 19.493 -16.644 14.532
H 20.336 -17.623 13.388
C 14.578 -9.543 17.924
S 14.433 -8.154 16.786
O 13.570 -8.554 15.634
C 13.400 -7.098 17.877
H 14.956 -9.308 18.913
H 15.017 -10.347 17.334
H 13.547 -9.887 18.096
H 13.662 -7.312 18.914
H 12.331 -7.188 17.700
H 13.703 -6.066 17.703
C 10.082 -17.346 19.348
S 11.575 -18.282 19.133
O 12.554 -17.430 18.383
C 12.120 -18.252 20.877
H 10.288 -16.469 19.963
H 9.274 -17.981 19.707
H 9.772 -16.969 18.372
H 11.650 -18.959 21.555
H 11.923 -17.233 21.228
H 13.204 -18.349 20.886
```

Results
HOMO-LUMO gap in Eh: 0.3221
LUMO energy in eV: 0.088
E_HOMO in eV: -8.68
Energy relative to the best compared isomer or geometry (same formula, charge and spin) in kcal/mol: 32.2
Calculated total energy in eV: -80987.7187
Charge: 0

Here are the natural (NBO) charges for atoms 1 to 4, given in e: -0.64 0.08 -0.10 -0.49


# 6
ORCA calculation (wB97M-V/def2-TZVPD) on a cluster of 4 separate species, C16H28N4 in total.

```
48
C16H28N4 (wB97M-V/def2-TZVPD)
C -31.598 17.736 28.300
C -32.541 18.265 27.214
C -33.968 17.697 27.365
C -34.330 16.799 26.273
N -34.602 16.117 25.391
H -30.608 18.180 28.209
H -31.547 16.648 28.306
H -31.952 18.051 29.289
H -32.117 18.019 26.243
H -32.601 19.347 27.319
H -34.706 18.498 27.393
H -34.058 17.153 28.308
C -30.838 21.185 21.662
C -29.672 21.629 22.541
C -30.111 21.741 24.019
C -28.976 21.817 24.932
N -28.064 21.902 25.626
H -31.109 20.151 21.894
H -30.549 21.171 20.611
H -31.710 21.815 21.824
H -29.315 22.612 22.221
H -28.810 20.967 22.443
H -30.752 20.899 24.274
H -30.653 22.682 24.140
C -27.374 14.004 16.934
C -27.349 15.508 17.171
C -28.589 16.251 16.662
C -29.797 15.778 17.322
N -30.741 15.401 17.855
H -27.508 13.767 15.879
H -28.180 13.534 17.499
H -26.437 13.573 17.284
H -26.441 15.957 16.761
H -27.237 15.720 18.242
H -28.733 16.049 15.596
H -28.507 17.328 16.797
C -29.171 17.185 20.730
C -29.878 16.071 21.505
C -31.117 16.559 22.234
C -30.788 17.546 23.268
N -30.524 18.315 24.078
H -29.863 17.694 20.059
H -28.352 16.755 20.150
H -28.714 17.913 21.404
H -29.182 15.646 22.233
H -30.148 15.267 20.820
H -31.670 15.755 22.726
H -31.835 17.036 21.560
```

Results
HOMO-LUMO gap in Eh: 0.4336
LUMO energy in eV: 0.606
E_HOMO in eV: -11.19
Energy relative to the best compared isomer or geometry (same formula, charge and spin) in kcal/mol: 1.8
Calculated total energy in eV: -23005.7629
Charge: 0
Structure (SMILES): CCCC#N.CCCC#N.CCCC#N.CCCC#N

Here are the natural (NBO) charges for atoms 1 to 4, given in e: -0.60 -0.39 -0.52 0.30